--- a ---
{
  "formula": "C7H12S",
  "method": "ωB97M-V with the def2-TZVPD basis set",
  "species": ["C", "C", "C", "C", "C", "C", "C", "S", "H", "H", "H", "H", "H", "H", "H", "H", "H", "H", "H", "H"],
  "xyz": [[0.363, 1.540, 1.012], [0.245, 0.836, -0.341], [-1.207, 0.714, -0.789], [-1.825, -0.502, -0.161], [-1.151, -1.602, 0.259], [0.317, -1.579, 0.386], [0.932, -0.490, -0.466], [2.846, -0.413, -0.142], [-0.010, 0.752, 1.790], [-0.334, 2.409, 1.051], [1.312, 1.770, 1.354], [0.763, 1.548, -1.037], [-1.631, 1.690, -0.637], [-1.202, 0.416, -1.883], [-2.826, -0.468, -0.123], [-1.814, -2.371, 0.614], [0.841, -2.441, 0.124], [0.511, -1.553, 1.463], [0.802, -0.876, -1.494], [3.069, 0.619, -0.979]],
  "lumo_ev": 0.88,
  "orbital_gap_ev": 9.963,
  "smiles": "C[C@@H]1CC=CC[C@@H]1S",
  "e_homo_ev": -9.0803
}


--- b ---
{
  "formula": "C7H12S",
  "method": "ωB97M-V with the def2-TZVPD basis set",
  "species": ["C", "C", "C", "C", "C", "C", "C", "S", "H", "H", "H", "H", "H", "H", "H", "H", "H", "H", "H", "H"],
  "xyz": [[2.398, 0.463, 0.049], [0.920, 0.264, 0.191], [0.058, 1.511, -0.069], [-1.403, 1.237, -0.567], [-1.964, 0.030, 0.298], [-0.879, -1.013, 0.582], [0.315, -0.472, 1.423], [0.208, -1.126, -0.966], [3.007, -0.483, 0.095], [2.853, 1.169, 0.786], [2.664, 0.874, -0.947], [-0.041, 2.082, 0.894], [0.558, 2.216, -0.773], [-1.476, 1.049, -1.671], [-1.913, 2.155, -0.344], [-2.833, -0.402, -0.212], [-2.444, 0.309, 1.258], [-1.351, -1.922, 0.932], [0.994, -1.266, 1.703], [-0.010, 0.120, 2.293]],
  "lumo_ev": 0.89,
  "orbital_gap_ev": 9.318,
  "smiles": "C[C@]12CCC[C@H](C1)S2",
  "e_homo_ev": -8.4258
}


--- c ---
{
  "formula": "C7H12S",
  "method": "ωB97M-V with the def2-TZVPD basis set",
  "species": ["C", "C", "C", "C", "C", "C", "C", "H", "H", "H", "H", "H", "H", "H", "H", "H", "H", "H", "H", "S"],
  "xyz": [[-0.135, -2.416, -0.309], [-0.065, -0.910, -0.245], [1.128, -0.412, 0.543], [1.398, 0.997, 0.220], [0.084, 1.949, -0.153], [-1.128, 1.010, -0.640], [-1.337, -0.105, 0.277], [-1.084, -2.749, -0.954], [-0.135, -2.592, 0.742], [0.830, -2.854, -0.694], [0.630, -0.528, 1.617], [2.134, -1.148, 0.431], [2.343, 1.095, -0.535], [1.899, 1.676, 0.917], [0.125, 2.729, -0.894], [-0.380, 2.635, 0.730], [-2.116, 1.681, -0.359], [-2.210, -0.422, -0.106], [-1.464, 0.299, 1.287], [-0.518, 0.066, -1.874]],
  "lumo_ev": 0.88,
  "orbital_gap_ev": 9.156,
  "e_homo_ev": -8.2745
}


On energetic grounds, b is preferred over the next structure by 0.538 eV.


--- a ---
{
  "formula": "C2H3N2O2",
  "method": "ωB97M-V with the def2-TZVPD basis set",
  "species": ["C", "C", "N", "N", "O", "O", "H", "H", "H"],
  "xyz": [[2.656, 0.101, -0.074], [-1.886, -0.020, -0.029], [0.414, -0.200, 0.817], [-0.300, 0.120, -0.099], [2.827, -1.010, -0.383], [2.742, 1.236, 0.117], [-2.245, -0.733, 0.638], [-2.066, -0.466, -0.996], [-2.142, 0.971, 0.011]],
  "total_charge": -1,
  "lumo_ev": 3.99,
  "orbital_gap_ev": 4.822,
  "e_homo_ev": -0.8363
}


--- b ---
{
  "formula": "C2H3N2O2",
  "method": "ωB97M-V with the def2-TZVPD basis set",
  "species": ["C", "C", "N", "N", "O", "O", "H", "H", "H"],
  "xyz": [[-0.458, -0.006, -0.929], [0.080, 0.099, 0.316], [-0.788, 1.088, -1.721], [-2.422, 2.443, -0.551], [-2.930, 3.547, -0.669], [-1.293, 2.238, -1.320], [-0.501, -0.998, -1.446], [0.233, 1.193, 0.419], [0.539, -0.596, 0.914]],
  "total_charge": -1,
  "lumo_ev": 4.69,
  "orbital_gap_ev": 6.750,
  "e_homo_ev": -2.0636
}


--- c ---
{
  "formula": "C2H3N2O2",
  "method": "ωB97M-V with the def2-TZVPD basis set",
  "species": ["O", "N", "C", "C", "N", "O", "H", "H", "H"],
  "xyz": [[3.028, 0.152, -0.195], [1.851, -0.049, -0.074], [0.827, -0.616, 0.155], [-0.638, -0.576, 0.229], [-1.089, 0.571, -0.592], [-1.749, 1.534, 0.131], [-0.980, -1.467, -0.308], [-1.019, -0.589, 1.350], [-0.232, 1.040, -0.695]],
  "total_charge": -1,
  "lumo_ev": [3.95, 3.95],
  "orbital_gap_ev": [5.737, 5.736],
  "smiles": "[O-][N+]#CCN[O-]",
  "e_homo_ev": [-1.7876, -1.7866]
}


On energetic grounds, a is preferred over the next structure by 4.029 eV.


--- a ---
{
  "formula": "C5H9N2P",
  "method": "ωB97M-V with the def2-TZVPD basis set",
  "species": ["C", "N", "P", "C", "C", "H", "H", "H", "H", "H", "H", "C", "C", "N", "H", "H", "H"],
  "xyz": [[3.050, 0.160, 0.898], [1.813, 0.276, 0.725], [1.012, 0.908, -0.674], [0.085, -0.409, -1.062], [0.321, -1.725, -0.439], [3.527, -0.417, 1.767], [3.803, 0.185, 0.041], [-0.465, -0.236, -2.034], [-0.083, -2.611, -0.993], [-0.231, -1.664, 0.507], [1.396, -1.724, -0.078], [-2.482, 1.628, -0.031], [-2.137, 0.391, 0.591], [-1.878, -0.537, 1.201], [-3.075, 2.103, 0.667], [-3.156, 1.473, -0.953], [-1.501, 2.197, -0.132]],
  "lumo_ev": 0.34,
  "orbital_gap_ev": 8.818,
  "smiles": "C=N/P=C\\C.CC#N",
  "e_homo_ev": -8.4735
}


--- b ---
{
  "formula": "C5H9N2P",
  "method": "ωB97M-V with the def2-TZVPD basis set",
  "species": ["C", "C", "C", "C", "C", "N", "N", "P", "H", "H", "H", "H", "H", "H", "H", "H", "H"],
  "xyz": [[-1.401, -2.897, -0.897], [-0.116, -3.145, -0.329], [-1.640, -1.566, -0.787], [0.375, -1.954, 0.101], [0.284, 2.760, 0.552], [-0.551, -0.977, -0.182], [-0.489, 0.309, 0.016], [0.908, 1.033, 0.636], [-2.048, -3.629, -1.336], [0.370, -4.098, -0.259], [-2.485, -0.973, -1.079], [1.297, -1.698, 0.586], [1.118, 3.448, 0.704], [-0.445, 2.893, 1.355], [-0.194, 2.947, -0.410], [-1.289, 0.718, 1.849], [1.577, 1.071, -0.620]],
  "lumo_ev": [-0.48, -0.81],
  "orbital_gap_ev": [7.494, 7.846],
  "e_homo_ev": [-7.9710, -8.6598]
}


--- c ---
{
  "formula": "C5H9N2P",
  "method": "ωB97M-V with the def2-TZVPD basis set",
  "species": ["C", "C", "C", "P", "N", "N", "H", "H", "H", "H", "H", "C", "C", "H", "H", "H", "H"],
  "xyz": [[-0.395, 2.369, 0.453], [-1.208, 1.174, 0.102], [-1.289, 0.204, 1.101], [-2.157, -1.168, 0.516], [-2.150, -0.428, -0.980], [-1.556, 0.778, -1.079], [-0.384, 3.179, -0.411], [0.563, 1.857, 0.705], [-0.829, 2.746, 1.306], [-0.973, 0.420, 2.128], [-2.419, -0.894, -1.839], [2.668, -2.077, -0.336], [1.636, -1.289, -0.307], [3.005, -2.677, 0.490], [3.151, -2.312, -1.185], [1.249, -0.785, -1.234], [1.088, -1.099, 0.570]],
  "lumo_ev": 0.68,
  "orbital_gap_ev": 9.797,
  "smiles": "Cc1cp[nH]n1.C=C",
  "e_homo_ev": -9.1159
}


On energetic grounds, c is preferred over the next structure by 0.937 eV.


--- a ---
{
  "formula": "C5H9N2P",
  "method": "ωB97M-V with the def2-TZVPD basis set",
  "species": ["C", "C", "C", "C", "C", "N", "N", "P", "H", "H", "H", "H", "H", "H", "H", "H", "H"],
  "xyz": [[-0.068, 0.509, 0.481], [-0.472, 0.838, -0.764], [-0.104, 1.232, 1.770], [-1.328, 1.827, -1.393], [1.331, -2.697, -0.093], [0.501, -0.683, 0.737], [0.564, -1.466, -0.310], [-0.087, -1.237, -1.834], [-0.111, 2.317, 1.676], [0.741, 1.095, 2.493], [-0.971, 1.003, 2.347], [-2.278, 1.379, -1.724], [-0.838, 2.271, -2.228], [-1.572, 2.704, -0.837], [1.615, -2.793, 0.945], [0.780, -3.481, -0.536], [2.296, -2.816, -0.730]],
  "lumo_ev": 0.08,
  "orbital_gap_ev": 7.799,
  "e_homo_ev": -7.7189
}


--- b ---
{
  "formula": "C5H9N2P",
  "method": "ωB97M-V with the def2-TZVPD basis set",
  "species": ["C", "C", "C", "C", "P", "C", "N", "N", "H", "H", "H", "H", "H", "H", "H", "H", "H"],
  "xyz": [[1.187, -0.296, -1.531], [0.194, -0.878, -0.445], [0.876, -1.787, 0.644], [-0.497, 0.235, 0.166], [-0.904, 1.811, -0.415], [-1.720, 2.241, 1.215], [-1.355, 1.390, 2.115], [-0.910, 0.280, 1.843], [1.991, -1.024, -1.494], [1.609, 0.673, -1.213], [0.938, -0.069, -2.584], [-0.502, -1.662, -0.901], [0.114, -1.755, 1.462], [1.795, -1.385, 1.058], [1.153, -2.697, 0.135], [-1.894, 1.636, -1.349], [-2.074, 3.288, 1.294]],
  "lumo_ev": [-0.96, -0.96],
  "orbital_gap_ev": [7.452, 7.457],
  "smiles": "CC(C)C1=[PH]=CN=N1",
  "e_homo_ev": [-8.4099, -8.4125]
}


On energetic grounds, a is preferred over the next structure by 1.537 eV.


--- a ---
{
  "formula": "C3H3N3OS",
  "method": "ωB97M-V with the def2-TZVPD basis set",
  "species": ["O", "C", "N", "N", "N", "C", "C", "S", "H", "H", "H"],
  "xyz": [[-0.536, 1.918, 0.001], [0.146, 0.764, -0.002], [1.474, 0.849, -0.004], [2.222, -0.238, -0.006], [1.663, -1.430, 0.004], [0.326, -1.541, -0.006], [-0.531, -0.450, -0.001], [-2.275, -0.618, -0.005], [0.129, 2.629, -0.013], [-0.082, -2.543, 0.009], [-2.535, 0.660, 0.022]],
  "lumo_ev": 0.04,
  "orbital_gap_ev": 9.573,
  "smiles": "Oc1nnncc1S",
  "e_homo_ev": -9.5353
}


--- b ---
{
  "formula": "C3H3N3OS",
  "method": "ωB97M-V with the def2-TZVPD basis set",
  "species": ["C", "C", "C", "H", "H", "H", "N", "N", "N", "O", "S"],
  "xyz": [[1.522, 0.170, 0.012], [-0.816, 0.576, 0.010], [-2.097, -0.293, 0.232], [1.213, -2.320, 1.016], [1.389, 1.244, 0.215], [0.077, 2.394, -0.445], [0.254, -0.342, -0.109], [-0.806, 1.830, -0.249], [-3.145, -0.821, -0.245], [2.580, -0.419, -0.212], [-0.172, -2.018, -0.225]],
  "lumo_ev": -1.31,
  "orbital_gap_ev": 8.477,
  "e_homo_ev": -9.7872
}


--- c ---
{
  "formula": "C3H3N3OS",
  "method": "ωB97M-V with the def2-TZVPD basis set",
  "species": ["O", "C", "N", "C", "C", "S", "N", "N", "H", "H", "H"],
  "xyz": [[2.924, -0.215, 0.164], [1.609, 0.153, -0.073], [0.720, -0.758, -0.387], [-0.476, -0.016, -0.248], [-1.587, -0.628, -0.157], [-3.145, 0.120, 0.082], [-0.215, 1.342, -0.306], [1.046, 1.491, 0.044], [3.051, -1.118, 0.570], [-1.334, -1.676, 0.148], [-2.592, 1.305, 0.165]],
  "lumo_ev": -1.45,
  "orbital_gap_ev": 7.914,
  "smiles": "OC1=N/C(=C/S)N=N1",
  "e_homo_ev": -9.3612
}


On energetic grounds, a is preferred over the next structure by 1.207 eV.


--- a ---
{
  "formula": "C4H6FN",
  "method": "ωB97M-V with the def2-TZVPD basis set",
  "species": ["C", "C", "C", "C", "N", "F", "H", "H", "H", "H", "H", "H"],
  "xyz": [[-2.859, -0.405, -0.512], [1.178, 0.091, -0.819], [-2.089, -0.007, 0.461], [3.313, 0.018, 0.500], [2.167, 0.210, -0.078], [-2.129, 1.312, 0.874], [-3.466, 0.208, -1.149], [-2.853, -1.446, -0.684], [0.389, 0.829, -0.922], [4.174, 0.489, 0.184], [-1.332, -0.691, 0.693], [3.507, -0.607, 1.452]],
  "lumo_ev": 0.81,
  "orbital_gap_ev": 8.928,
  "e_homo_ev": -8.1195
}


--- b ---
{
  "formula": "C4H6FN",
  "method": "ωB97M-V with the def2-TZVPD basis set",
  "species": ["C", "C", "C", "F", "C", "N", "H", "H", "H", "H", "H", "H"],
  "xyz": [[-2.248, -0.529, -0.124], [-1.221, 0.085, 0.183], [-0.006, 0.675, 0.375], [0.507, 1.527, -0.558], [1.088, -0.419, 0.649], [1.102, -1.390, -0.425], [-3.250, -0.999, -0.196], [0.095, 1.226, 1.391], [0.807, -0.865, 1.649], [1.985, 0.190, 0.753], [0.450, -1.155, -1.195], [1.963, -1.281, -0.905]],
  "lumo_ev": 0.99,
  "orbital_gap_ev": 10.444,
  "smiles": "C#C[C@H](F)CN",
  "e_homo_ev": -9.4586
}


On energetic grounds, b is preferred over the next structure by 1.640 eV.